# 1
94
Properties=species:S:1:pos:R:3 method="wB97M-V/def2-TZVPD" largest_force_ev_per_a=6.2 energy_ha=-3933.75086 lumo_ev="-2.711 / -2.723" e_homo_ev="-8.58 / -8.54" spin_multiplicity=4 orbital_gap_ev="5.868 / 5.820" relative_energy_kcal_mol=35.9 mol_weight_g_mol=640.7 total_charge=+1
H 3.868 -3.027 2.246
H -3.951 2.805 -2.115
H -2.869 -1.129 5.839
H -1.069 1.520 4.326
H -3.017 4.307 -2.274
H -4.160 2.526 2.613
Co 0.013 0.013 0.107
C -3.692 0.060 1.732
N 1.264 1.729 -0.547
C -3.414 2.565 1.800
C -1.039 3.770 -0.486
H 1.898 0.160 2.874
C 0.429 -1.960 -2.063
H 4.374 -1.554 3.095
H 4.978 2.972 -2.878
P 1.455 -2.065 0.494
C 3.006 -1.160 1.495
C 0.238 -2.318 -3.423
H 3.994 0.563 -1.730
H 0.894 -5.314 2.540
H 3.581 -0.242 -0.315
C 2.368 2.823 -3.647
C 2.692 0.209 2.125
H -0.993 -3.731 0.691
C -3.627 1.344 0.887
C 1.169 -3.937 0.932
N -1.571 0.793 4.834
H -3.365 0.517 -2.222
C -0.169 -4.346 0.298
H -4.432 0.194 2.541
H -2.411 2.576 2.254
C 1.050 -4.227 2.425
H -0.308 1.814 -2.432
S -0.558 -0.988 3.032
C -1.912 2.777 -1.268
C 3.366 0.882 -2.571
H 3.192 -4.764 1.050
H 4.412 -1.799 -0.081
H -3.725 3.906 -0.708
C -4.984 1.460 0.173
H 1.960 -3.982 2.981
H -0.137 3.300 -0.074
H -5.110 2.393 -0.384
H 2.417 0.316 -2.637
H 2.751 -2.195 3.387
H -2.721 -0.163 2.197
C 4.044 -0.901 0.426
H -3.993 -0.811 1.133
C -2.777 -0.014 -1.454
H -2.301 -2.343 4.715
H 2.019 -5.791 0.187
H -5.173 0.615 -0.501
H 3.160 2.840 -4.417
H -3.041 -1.460 -3.677
P -2.111 1.184 -0.243
H 2.420 0.972 1.385
H -3.524 -0.649 -0.951
H -5.758 1.439 0.956
O -0.322 1.650 2.411
C 2.341 -4.748 0.354
C -1.549 -0.468 4.408
C 3.000 2.351 -2.359
C 1.967 2.479 -1.177
H 4.069 4.184 -1.890
H 0.193 -3.706 2.873
H -0.161 -4.277 -0.794
C 3.518 -2.055 2.613
C 1.494 -2.465 -1.256
N -0.509 -1.079 -1.501
H 2.396 -2.819 -1.778
C -1.711 -0.904 -2.089
C 4.258 3.119 -2.052
H -3.567 3.516 1.267
H 3.908 0.723 -3.531
H 4.911 -0.380 0.862
C -1.010 -2.165 -4.001
H -2.075 1.037 5.682
H 1.055 -2.752 -3.996
C -0.366 0.511 1.955
C -2.035 -1.559 -3.272
H 1.915 3.822 -3.547
H -1.591 4.255 0.337
H 4.715 2.696 -1.147
H 3.603 0.564 2.636
H -0.367 -5.397 0.561
H 2.691 -4.373 -0.616
H -1.217 -2.541 -5.000
N -2.266 -1.400 5.062
H -0.927 3.330 -3.104
H -1.890 1.832 -3.256
H 1.595 2.109 -3.971
C -3.245 3.469 -1.595
C -1.221 2.400 -2.591
H -0.700 4.567 -1.174

# 2
19
Properties=species:S:1:pos:R:3 method="wB97M-V/def2-TZVPD" largest_force_ev_per_a=5.6 energy_ha=-347.74485 lumo_ev="-3.909 / -8.989" e_homo_ev="-13.35 / -13.35" spin_multiplicity=2 orbital_gap_ev="9.438 / 4.358" relative_energy_kcal_mol=55.8 mol_weight_g_mol=104.1 total_charge=+1
H -1.856 -4.087 0.903
H -1.355 -1.237 2.976
C -1.523 -3.112 1.442
H -0.316 0.221 -0.739
H -0.436 -2.885 1.568
H 0.112 0.456 1.804
C -2.328 -2.078 1.473
H -3.478 -2.023 1.247
H 2.390 2.736 -6.322
H 1.694 2.228 -5.031
H 4.125 2.421 0.376
H -1.794 -0.684 -0.484
C -0.963 -0.215 -0.012
H 4.643 3.839 0.082
C -1.832 -0.812 2.045
C -0.803 -0.120 1.295
O 2.423 2.082 -5.586
O 3.886 3.353 0.494
H -2.588 -0.084 2.467

# 3
39
Properties=species:S:1:pos:R:3 method="wB97M-V/def2-TZVPD" largest_force_ev_per_a=3.8 energy_ha=-2507.55692 lumo_ev="1.262 / 1.087" e_homo_ev="-4.84 / -4.65" spin_multiplicity=2 orbital_gap_ev="6.105 / 5.737" relative_energy_kcal_mol=44.5 mol_weight_g_mol=474.9 total_charge=-1
O -1.184 -2.153 3.107
H -4.519 2.158 1.336
H 5.169 0.397 -0.634
C -2.813 0.877 1.456
P -0.952 -0.929 2.101
Pd 0.225 0.616 0.335
O 0.329 0.919 -1.891
C 3.268 0.437 -3.986
H -2.331 -5.270 2.780
H 0.000 3.944 -1.016
S -0.818 -1.658 0.213
O -2.400 -0.218 2.273
H 5.164 0.371 -4.926
C -1.549 -4.514 2.800
H -2.837 0.554 0.402
H -2.098 1.707 1.565
O -0.532 2.646 0.467
C 1.076 0.780 -2.935
H -0.914 -4.662 3.670
H -1.044 2.592 -1.518
H -0.937 -4.605 1.906
C 4.629 0.408 -3.984
C 2.506 0.587 -2.787
C 3.263 0.516 -1.539
C -2.187 -3.136 2.850
H 6.440 0.377 -2.765
H -4.117 1.619 2.974
H -2.688 -2.925 1.898
C -4.185 1.317 1.933
H -2.921 -3.063 3.661
C 4.651 0.457 -1.580
H 2.705 0.410 -4.907
C 5.362 0.421 -2.767
H -4.907 0.509 1.843
C -0.835 3.299 -0.693
S 2.614 0.345 0.066
H -1.734 3.931 -0.547
O 0.599 0.779 -4.099
S 0.502 0.157 2.936

# 4
27
Properties=species:S:1:pos:R:3 method="wB97M-V/def2-TZVPD" largest_force_ev_per_a=6.0 energy_ha=-553.16424 lumo_ev="0.569 / 0.569" e_homo_ev="-7.75 / -7.75" orbital_gap_ev="8.322 / 8.321" relative_energy_kcal_mol=93.1 mol_weight_g_mol=169.2 total_charge=0
C -1.007 -0.982 -0.096
C 2.408 -1.908 -0.037
N 0.315 -0.940 -0.792
H 1.412 1.951 -1.392
H 2.557 3.752 -0.378
N 1.149 -2.001 -0.487
O 3.211 -2.756 0.243
H 0.882 2.268 0.024
H -1.596 -1.031 1.935
H -1.479 -2.580 -1.393
H -0.210 -1.925 1.604
H -0.217 -0.160 1.705
H -1.465 1.227 -0.249
C -0.703 -1.075 1.474
C 1.926 0.349 -0.137
C 1.682 1.782 -0.370
H -2.807 0.131 -0.533
C -1.764 0.181 -0.653
H -1.652 -3.162 0.331
C -1.853 -2.291 -0.371
H -1.408 0.337 -1.584
H 3.100 2.638 0.942
N 2.724 -0.507 0.033
H 0.945 -2.927 -0.847
H 3.824 2.216 -0.789
H -2.834 -1.909 -0.311
C 2.948 2.705 -0.158

# 5
34
Properties=species:S:1:pos:R:3 method="wB97M-V/def2-TZVPD" largest_force_ev_per_a=4.5 smiles=CN1[N@@H+](N)C(C)(C)[C@@H](N)[C@]1(N)N[NH3+] energy_ha=-623.73950 lumo_ev=-5.943 e_homo_ev=-17.06 orbital_gap_ev=11.116 relative_energy_kcal_mol=20.5 mol_weight_g_mol=191.3 total_charge=+2
C -1.110 1.765 -0.884
N 1.459 -0.060 -0.166
N -2.058 -1.005 0.044
H -0.525 1.377 -1.792
C 2.772 -0.494 0.087
H 1.188 1.104 1.590
C 0.367 -0.942 -0.497
H 3.487 0.287 -0.300
N -0.055 -1.095 -1.854
H -2.121 1.183 -0.901
H -0.809 2.972 1.471
H -2.379 1.945 1.534
H -0.526 -0.806 1.443
H -2.138 -0.764 -1.014
N 0.967 1.174 0.629
N 0.566 -2.359 -0.122
H -0.831 -3.009 -1.275
H 1.048 -2.710 0.755
H -2.800 -0.560 0.566
H 2.898 -1.439 -0.426
C -1.181 1.973 1.664
H 0.626 -1.380 -2.533
C -0.759 -0.378 0.513
H 2.878 -0.571 1.211
H 2.222 2.943 0.553
N 1.477 2.341 0.084
H -0.885 1.703 2.645
N -0.655 -3.153 -0.334
H 0.883 2.840 -0.535
C -0.562 1.130 0.471
H -1.502 -2.638 0.097
H -0.318 -0.193 -2.137
H -1.104 2.874 -0.748
H -0.519 -4.055 0.160

# 6
11
Properties=species:S:1:pos:R:3 method="wB97M-V/def2-TZVPD" largest_force_ev_per_a=1.3 energy_ha=-231.07393 lumo_ev=1.055 e_homo_ev=-8.56 orbital_gap_ev=9.618 relative_energy_kcal_mol=94.0 mol_weight_g_mol=70.1 total_charge=0
C 1.355 -0.124 -0.024
O 0.715 0.535 -1.142
H -0.509 -0.682 1.225
H 2.281 0.412 0.225
H 1.580 -1.181 -0.199
C -1.171 -0.368 -0.034
H -2.133 -0.221 0.459
H -1.065 -1.219 -0.694
H -0.863 1.805 -0.440
C -0.396 0.834 -0.313
C 0.205 0.209 0.937